No. 1
Formula: C4H9Br2N2
Source: the Open Molecules 2025 dataset
Level of theory: the ωB97M-V functional and the def2-TZVPD basis

Properties
- relative energy (zero: lowest compared OMol25 entry of this formula, charge and spin) (kcal per mole) = 67.8
- E (eV) = -147349.028
- frontier orbital gap (alpha / beta) (eV) = 8.042 / 8.399
- HOMO level (alpha / beta) (eV) = -12.525 / -12.552
- total charge = +1

Each line ends with the Mulliken charge.
CARTESIAN COORDINATES (ANGSTROEM)
C  -0.309  -0.039  -1.269  0.854
C  -1.787  -0.151  -1.277  -1.275
C  1.895  0.104  2.712  -0.658
C  1.641  -0.012  0.281  -0.544
N  0.217  0.082  -0.037  -0.111
N  0.429  -0.175  -2.329  -0.247
Br  2.466  -1.641  -0.175  0.014
Br  2.526  1.614  -0.272  0.026
H  -2.158  0.797  -1.496  0.400
H  -2.271  -0.788  -2.047  0.373
H  -2.255  -0.173  -0.256  0.305
H  0.942  -0.486  2.744  0.327
H  2.084  1.219  2.694  0.359
H  2.618  -0.679  2.922  0.333
H  -0.164  0.567  0.743  0.358
H  -0.115  -0.446  -3.134  0.287
H  1.403  -0.329  -2.108  0.199


No. 2
Formula: C4H9BrN2S
Source: the Open Molecules 2025 dataset
Level of theory: the ωB97M-V functional and the def2-TZVPD basis

Properties
- relative energy (zero: lowest compared OMol25 entry of this formula, charge and spin) (kcal per mole) = 9.9
- E (eV) = -88149.438
- frontier orbital gap (eV) = 8.585
- HOMO level (eV) = -8.422

Each line ends with the Mulliken charge.
CARTESIAN COORDINATES (ANGSTROEM)
C  -0.767  1.856  -0.411  -0.713
C  1.222  1.012  0.985  -0.321
C  -0.057  -0.190  -1.453  -0.768
C  0.057  -1.138  1.413  -0.701
N  -0.651  0.480  -0.265  -0.246
N  0.177  0.183  0.836  0.155
S  0.867  2.470  0.190  -0.082
Br  3.204  -0.166  -0.167  -0.496
H  -1.004  2.070  -1.383  0.568
H  -1.536  2.213  0.136  0.357
H  1.825  1.017  1.897  0.540
H  0.973  -0.608  -1.270  0.195
H  -0.648  -0.967  -1.930  0.296
H  0.157  0.616  -2.198  0.338
H  1.132  -1.400  1.473  0.304
H  -0.389  -1.212  2.337  0.292
H  -0.620  -1.614  0.682  0.285


No. 3
Formula: C4H9BrOS
Source: the Open Molecules 2025 dataset
Level of theory: the ωB97M-V functional and the def2-TZVPD basis

Properties
- relative energy (zero: lowest compared OMol25 entry of this formula, charge and spin) (kcal per mole) = 30.1
- E (eV) = -87216.347
- SMILES = C=CBr.CCSO
- frontier orbital gap (eV) = 9.266
- HOMO level (eV) = -8.595

Each line ends with the Mulliken charge.
CARTESIAN COORDINATES (ANGSTROEM)
C  1.326  -2.219  -0.013  -1.075
C  -1.937  2.232  0.201  -0.531
C  1.738  -0.788  0.255  -0.283
C  -2.450  1.270  -0.506  -0.367
O  0.987  1.893  0.235  -0.518
S  0.283  0.311  0.050  0.143
Br  -2.990  -0.419  0.099  -0.090
H  0.872  -2.286  -1.135  0.260
H  2.180  -2.897  0.054  0.323
H  0.531  -2.620  0.578  0.336
H  -1.519  3.161  -0.069  0.374
H  -1.729  1.949  1.349  0.248
H  0.885  2.372  -0.547  0.317
H  2.391  -0.227  -0.515  0.242
H  2.042  -0.817  1.294  0.295
H  -2.876  1.449  -1.470  0.327


No. 4
Formula: C4H9Cl
Source: the Open Molecules 2025 dataset
Level of theory: the ωB97M-V functional and the def2-TZVPD basis

Properties
- relative energy (zero: lowest compared OMol25 entry of this formula, charge and spin) (kcal per mole) = 31.9
- E (eV) = -16815.366
- SMILES = CC(C)CCl
- frontier orbital gap (eV) = 11.401
- HOMO level (eV) = -10.459

Each line ends with the Mulliken charge.
CARTESIAN COORDINATES (ANGSTROEM)
C  0.783  0.744  -0.915  -1.408
C  -0.139  -1.469  -0.169  -1.193
C  -0.639  0.583  1.081  -0.826
C  -0.338  0.030  -0.220  0.764
Cl  0.815  0.539  2.184  -0.210
H  1.746  1.031  -0.421  0.323
H  1.278  0.128  -1.721  0.366
H  0.354  1.719  -1.304  0.348
H  0.983  -1.596  -0.140  0.351
H  -0.696  -2.050  -0.918  0.295
H  -0.486  -1.764  0.906  0.281
H  -0.615  1.683  0.886  0.363
H  -1.648  0.183  1.536  0.380
H  -1.399  0.239  -0.784  0.167


No. 5
Formula: C4H9Cl3N
Source: the Open Molecules 2025 dataset
Level of theory: the ωB97M-V functional and the def2-TZVPD basis

Properties
- relative energy (zero: lowest compared OMol25 entry of this formula, charge and spin) (kcal per mole) = 18.5
- E (eV) = -43342.653
- SMILES = C[NH+](C)CC(Cl)(Cl)Cl
- frontier orbital gap (eV) = 11.628
- HOMO level (eV) = -14.905
- total charge = +1

Each line ends with the Mulliken charge.
CARTESIAN COORDINATES (ANGSTROEM)
C  -0.876  1.372  -0.259  -0.705
C  -1.775  -1.034  0.026  -0.726
C  0.725  -0.498  -0.510  -0.958
C  2.225  0.220  0.395  0.487
N  -0.600  -0.047  0.138  0.021
Cl  2.001  -0.502  1.996  -0.111
Cl  3.661  -0.531  -0.405  -0.084
Cl  2.434  1.954  0.505  -0.081
H  -0.862  1.289  -1.375  0.381
H  -1.887  1.620  0.003  0.377
H  -0.035  1.971  0.209  0.181
H  -2.503  -0.981  -0.877  0.318
H  -1.251  -2.024  0.035  0.299
H  -2.434  -0.965  0.944  0.345
H  0.834  -1.541  -0.458  0.502
H  0.714  -0.142  -1.576  0.368
H  -0.372  -0.160  1.210  0.385


No. 6
Formula: C4H9ClF3NOSSi
Source: the Open Molecules 2025 dataset
Level of theory: the ωB97M-V functional and the def2-TZVPD basis

Properties
- relative energy (zero: lowest compared OMol25 entry of this formula, charge and spin) (kcal per mole) = 20.7
- E (eV) = -47217.193
- frontier orbital gap (eV) = 9.539
- HOMO level (eV) = -10.538

Each line ends with the Mulliken charge.
CARTESIAN COORDINATES (ANGSTROEM)
C  1.546  1.010  1.147  -1.016
C  1.186  -1.940  0.350  -1.103
C  1.837  0.374  -1.890  -1.202
C  -3.127  0.945  0.089  0.663
N  -0.665  0.423  -0.418  -0.088
O  -2.045  -0.532  1.906  -0.562
F  -3.265  1.265  -1.237  -0.209
F  -2.989  2.083  0.749  -0.187
F  -4.248  0.313  0.560  -0.190
Si  1.017  -0.101  -0.262  0.544
S  -1.777  -0.286  0.236  0.593
Cl  -2.611  -1.817  -0.829  -0.161
H  0.713  1.417  1.803  0.290
H  2.197  0.529  1.945  0.322
H  2.253  1.907  0.832  0.267
H  0.293  -2.366  0.922  0.301
H  1.562  -2.624  -0.410  0.342
H  2.059  -1.950  1.055  0.329
H  2.330  -0.492  -2.321  0.334
H  1.183  0.779  -2.592  0.348
H  2.549  1.064  -1.638  0.384


The calculation returns the following max |F| values, one per record and in order: 3.8, 3.6, 5.3, 3.5, 3.8, 7.8 eV/Å.